# 1
{"formula": "C21H20ClIO4PRuS2", "method": "ωB97M-V/def2-TZVPD", "relative_energy_kj_mol": 4.1, "gap_ev": [7.7, 6.7], "largest_force_ev_per_a": 0.7, "e_lumo_ev": [-0.3, -1.2], "spin_multiplicity": 2, "species": ["I", "Ru", "Cl", "S", "S", "P", "O", "O", "O", "O", "C", "C", "C", "C", "C", "C", "C", "C", "C", "C", "C", "C", "C", "C", "C", "C", "C", "C", "C", "C", "C", "H", "H", "H", "H", "H", "H", "H", "H", "H", "H", "H", "H", "H", "H", "H", "H", "H", "H", "H", "H"], "positions_angstrom": [[1.203947, 2.390635, -0.302876], [-0.051187, 0.084688, 0.082639], [-1.401655, -2.280746, 6.821019], [0.524047, -1.254551, -1.850082], [2.182987, -1.012915, 0.935929], [2.355478, -1.204350, -1.018227], [3.260024, -2.423373, -1.492404], [3.206393, 0.028170, -1.560266], [-1.208252, -1.563470, 0.558053], [-0.360490, 0.782669, 1.941948], [-2.989242, 3.065875, -1.080623], [-1.665355, 1.004107, -0.709183], [-1.109951, -1.410039, 5.344235], [-3.976898, 0.904902, -1.490798], [-0.663952, 3.302114, -0.516850], [-1.330527, -1.995211, 4.135438], [-0.606317, 0.051651, 2.979145], [2.775394, -3.783871, -1.553493], [-0.759908, 4.661350, -0.515481], [-3.090925, 4.479399, -1.060194], [-1.079055, -1.286502, 2.937741], [-0.413449, 0.627768, 4.262605], [-2.011892, 5.260802, -0.769761], [2.789014, -4.460597, -0.201832], [-1.406180, -1.949984, 1.717159], [-4.096030, 2.262663, -1.446298], [-2.768106, 0.283921, -1.112503], [-0.650291, -0.081404, 5.405899], [-1.759675, 2.436729, -0.753974], [3.736582, -0.451471, -3.919605], [3.127239, 0.506265, -2.921722], [2.112813, -3.964812, 0.492699], [-0.059396, 1.648839, 4.301416], [2.080266, 0.709096, -3.153762], [-5.029702, 2.748434, -1.703702], [-1.920581, -2.914006, 1.817513], [-4.818186, 0.294621, -1.794762], [3.791591, -4.450423, 0.225327], [-2.722276, -0.797512, -1.112495], [3.452260, -4.277708, -2.248617], [3.669332, 1.450247, -2.899395], [0.110346, 5.279106, -0.337851], [2.470706, -5.497820, -0.318395], [3.187769, -1.391758, -3.951799], [-1.700952, -3.011475, 4.080810], [-0.485325, 0.374230, 6.373468], [1.774130, -3.780026, -1.987946], [4.776428, -0.663449, -3.672507], [-4.048864, 4.931054, -1.288262], [3.696643, -0.000873, -4.912718], [-2.098749, 6.339034, -0.754647]], "atomic_forces_ev_per_a": [[-0.10, -0.16, -0.02], [-0.31, -0.01, 0.60], [0.00, 0.01, -0.01], [0.26, 0.17, -0.22], [-0.12, -0.01, 0.02], [-0.05, 0.04, -0.16], [-0.06, -0.06, -0.03], [0.06, -0.02, 0.04], [0.25, -0.13, 0.01], [0.30, 0.13, -0.03], [-0.01, 0.03, 0.00], [0.01, 0.00, -0.15], [0.02, 0.04, 0.02], [0.00, 0.01, 0.01], [0.01, 0.02, -0.03], [0.00, 0.01, -0.02], [-0.11, 0.01, 0.03], [0.00, 0.00, 0.00], [-0.03, 0.02, -0.02], [0.00, -0.02, 0.00], [-0.03, -0.02, -0.02], [-0.01, 0.00, -0.03], [0.02, -0.01, 0.01], [0.01, 0.01, 0.00], [-0.08, 0.04, 0.02], [-0.02, -0.02, -0.01], [0.00, 0.02, 0.07], [-0.01, -0.04, 0.01], [0.01, 0.01, -0.07], [0.00, 0.00, -0.01], [0.00, -0.01, 0.00], [-0.01, 0.00, 0.00], [0.00, 0.00, 0.00], [0.00, -0.01, 0.01], [0.00, 0.00, 0.00], [0.01, 0.00, 0.00], [0.00, 0.00, 0.00], [0.00, 0.01, 0.00], [0.01, -0.01, -0.01], [-0.01, -0.01, -0.01], [-0.01, 0.01, -0.02], [0.00, 0.00, 0.00], [0.01, 0.00, 0.00], [-0.01, 0.01, -0.01], [0.00, 0.00, 0.00], [0.00, -0.01, 0.00], [0.00, 0.01, 0.01], [0.00, -0.01, 0.01], [0.00, 0.00, 0.00], [0.02, 0.01, 0.00], [0.00, 0.00, 0.00]]}

=====

# 2
{"formula": "C5H10O2", "method": "ωB97M-V/def2-TZVPD", "relative_energy_kj_mol": 160.2, "gap_ev": 10.5, "largest_force_ev_per_a": 0.5, "smiles": "CCO[C@@H](C)C=O", "e_lumo_ev": 0.9, "species": ["O", "O", "C", "C", "C", "C", "C", "H", "H", "H", "H", "H", "H", "H", "H", "H", "H"], "positions_angstrom": [[0.936795, 2.236443, -1.885250], [0.041554, -0.516081, 0.131573], [0.769876, 1.096501, -1.525706], [0.759423, 0.676182, -0.063088], [-2.029190, -1.424721, 0.848413], [-1.361006, -0.401788, -0.045433], [2.192405, 0.438882, 0.398725], [0.648201, 0.262949, -2.253909], [-1.631772, -0.575307, -1.098604], [-1.789571, -1.217070, 1.895875], [2.770577, 1.362849, 0.311936], [2.668782, -0.340094, -0.205913], [0.312901, 1.503722, 0.511270], [-3.115228, -1.395414, 0.713927], [-1.697896, 0.611956, 0.219751], [-1.669514, -2.428470, 0.604777], [2.193664, 0.109461, 1.441656]], "atomic_forces_ev_per_a": [[-0.10, -0.52, 0.10], [0.05, -0.04, 0.02], [0.11, 0.37, -0.07], [0.10, 0.18, 0.03], [-0.02, -0.04, 0.00], [-0.26, 0.02, -0.02], [0.07, 0.02, -0.01], [0.02, 0.10, 0.06], [0.08, 0.06, 0.13], [-0.08, -0.05, -0.14], [-0.06, -0.13, 0.00], [-0.07, 0.11, 0.06], [0.04, -0.11, -0.06], [0.14, -0.03, 0.05], [0.10, -0.11, -0.02], [-0.07, 0.11, 0.03], [-0.04, 0.06, -0.15]]}

=====

DFT total energy in eV, matching the order above: -84459.1075 -9441.3831